(1)
This record from OMol25 describes a molecular structure, C34H39IrN3O2S3SbSe4Si. The level of theory is the ωB97M-V functional and the def2-TZVPD basis.

Each line ends with the Mulliken spin population.
Element x y z (Å)
Ir1 -0.2414 -0.1813 -0.0030  1.418
Se1 2.2050 1.1971 4.5511  0.287
Sb1 2.1428 -0.7669 3.0780  0.250
Se2 -0.3912 -0.5804 2.3743  0.506
Se3 1.9946 -0.9044 -0.0173  0.948
Se4 2.3628 -2.9942 4.0977  0.187
C1 -0.2691 -0.1994 -2.1146  0.051
Si1 0.4424 1.4257 -2.5913  0.030
C2 -0.0799 2.6935 -1.2726  -0.018
N1 0.1729 2.2529 0.1159  0.260
C3 -0.7642 2.8616 1.1093  0.002
C4 -0.1242 3.9500 1.9712  0.014
C5 0.7997 4.8234 1.1331  0.002
C6 1.9584 3.9657 0.6015  0.011
C7 1.5688 2.4841 0.5300  0.032
C8 2.3146 1.4376 -2.8549  -0.007
C9 3.0502 2.6190 -2.7418  0.013
C10 4.4141 2.6564 -2.9981  0.002
C11 5.0744 1.4982 -3.3832  -0.001
C12 4.3637 0.3122 -3.5046  -0.006
C13 3.0013 0.2853 -3.2407  0.013
C14 -0.2709 2.1333 -4.2097  0.004
C15 0.4898 2.7923 -5.1770  -0.003
C16 -0.0868 3.2896 -6.3396  0.000
C17 -1.4474 3.1353 -6.5627  0.000
C18 -2.2238 2.4775 -5.6178  0.000
C19 -1.6381 1.9828 -4.4609  0.005
H1 0.2682 -1.0548 -2.5298  0.000
H2 -1.3200 -0.2461 -2.4185  -0.012
H3 -1.1644 2.7380 -1.4046  -0.001
H4 0.3018 3.7085 -1.4555  -0.009
H5 -1.1487 2.0673 1.7437  0.003
H6 -1.6137 3.2623 0.5542  0.004
H7 0.4389 3.4931 2.7905  -0.009
H8 -0.9253 4.5381 2.4266  0.001
H9 1.1822 5.6675 1.7123  0.000
H10 0.2291 5.2472 0.2991  -0.002
H11 2.8166 4.0363 1.2743  -0.002
H12 2.2949 4.3338 -0.3714  -0.001
H13 1.6906 2.0249 1.5143  0.001
H14 2.2286 1.9447 -0.1494  -0.010
H15 2.5484 3.5326 -2.4372  0.001
H16 4.9614 3.5854 -2.8875  0.000
H17 6.1409 1.5169 -3.5747  0.000
H18 4.8761 -0.6001 -3.7848  0.000
H19 2.4679 -0.6544 -3.3042  0.011
H20 1.5569 2.9118 -5.0279  0.000
H21 0.5304 3.7935 -7.0750  0.000
H22 -1.8990 3.5195 -7.4702  0.000
H23 -3.2865 2.3399 -5.7800  0.000
H24 -2.2592 1.4616 -3.7414  -0.002
C20 1.1029 -6.3406 0.5130  0.000
N2 0.8340 -5.2480 -0.3949  -0.002
C21 0.1990 -4.0865 0.0084  -0.003
N3 0.1677 -3.8683 1.3389  0.001
O1 -0.3091 -3.3289 -0.8141  0.023
H25 1.4372 -7.2027 -0.0636  0.000
H26 0.2234 -6.6283 1.0982  0.001
H27 1.9032 -6.0843 1.2103  -0.001
H28 0.6357 -5.4660 -1.3559  0.000
H29 0.8613 -4.2336 1.9785  0.001
H30 -0.1927 -2.9641 1.6128  0.013
O2 -2.2271 0.6672 -0.1877  -0.023
C22 -3.5311 0.3165 0.0008  -0.025
C23 -3.7038 -1.1716 0.3093  0.006
C24 -2.9655 -2.1744 -0.2401  0.048
C25 -3.3840 -3.4640 0.1810  0.021
C26 -4.4518 -3.4168 1.0236  -0.002
S1 -4.9281 -1.8029 1.3423  0.000
C27 -4.1975 1.1464 1.1134  0.004
C28 -5.2934 1.9603 1.0456  0.001
C29 -5.6020 2.5910 2.2815  0.000
C30 -4.7292 2.2397 3.2658  0.001
S2 -3.5374 1.1528 2.7018  -0.001
C31 -4.3071 0.6412 -1.2887  -0.004
C32 -4.2305 1.8084 -1.9895  -0.001
C33 -5.0875 1.8404 -3.1211  0.001
C34 -5.8043 0.6887 -3.2603  0.000
S3 -5.4327 -0.4294 -2.0181  0.000
H31 -2.1300 -1.9974 -0.9003  -0.033
H32 -2.8922 -4.3775 -0.1192  0.001
H33 -4.9489 -4.2412 1.5089  0.000
H34 -5.8632 2.0995 0.1382  0.000
H35 -6.4270 3.2759 2.4240  0.000
H36 -4.7149 2.5771 4.2898  0.000
H37 -3.5710 2.6101 -1.6908  0.001
H38 -5.1541 2.6740 -3.8065  0.000
H39 -6.5055 0.4378 -4.0401  0.000

Values from the calculation:
- Multiplicity: 5
- Expectation value of S²: 6.034
- LUMO energy (spin up / spin down): 3.77 / 3.77 eV
- Energy: -355605.1281 eV
- HOMO energy (spin up / spin down): -0.86 / -1.68 eV
- Total charge: -2
- Energy relative to the best compared isomer or geometry (same formula, charge and spin): 0.0 kJ/mol



(2)
This record from OMol25 describes a molecular structure, C34H39N2O4Pd. The level of theory is the ωB97M-V functional and the def2-TZVPD basis.

Each line ends with the Mulliken spin population.
Element x y z (Å)
O1 -0.0172 -0.6787 -6.1218  0.001
C1 -0.0313 0.6403 -6.7429  0.000
C2 -0.1763 0.1556 -8.1645  0.000
H1 0.9415 1.1016 -6.5494  0.000
H2 -0.8820 1.2565 -6.4244  0.000
C3 -0.0678 -1.2410 -7.4728  0.000
H3 0.6639 0.3888 -8.8219  0.000
H4 -1.1547 0.3495 -8.6261  0.000
C4 1.2108 -2.0093 -7.8442  0.000
H5 2.1141 -1.3943 -7.6772  0.000
H6 1.1281 -2.2940 -8.9121  0.000
H7 1.2967 -2.9316 -7.2419  0.000
C5 -1.3281 -2.0782 -7.6437  0.000
H8 -2.1908 -1.4653 -7.3196  0.000
H9 -1.2297 -2.9896 -7.0265  0.000
H10 -1.4327 -2.3606 -8.7086  0.000
Pd1 -0.5951 -1.0494 0.6352  0.968
C6 -2.8163 -1.4805 1.5944  0.197
C7 -2.6751 -0.0781 1.7747  -0.006
C8 -2.4164 0.5156 0.5063  0.087
H11 -2.8083 0.4476 2.7177  0.010
C9 -2.4075 -0.5345 -0.4849  0.053
C10 -2.7076 -1.7693 0.1977  0.080
H12 -2.8693 -2.7292 -0.2827  -0.015
H13 -3.0426 -2.2037 2.3756  0.001
H14 -2.2959 1.5757 0.2908  0.012
H15 -2.2739 -0.4216 -1.5514  0.009
C11 0.6673 -2.8579 1.6970  0.103
C12 -0.2564 -3.3819 0.7429  0.190
C13 0.0814 -2.8455 -0.5484  0.134
H16 -1.0540 -4.0927 0.9539  -0.010
C14 1.2278 -1.9832 -0.3774  0.001
C15 1.6034 -2.0316 1.0072  0.183
H17 2.4733 -1.5336 1.4340  0.006
H18 0.6785 -3.0781 2.7611  -0.016
H19 -0.4260 -3.0296 -1.4927  -0.007
H20 1.7160 -1.3969 -1.1541  0.003
O2 1.3037 0.0894 -3.8489  0.000
C16 0.0289 -0.5670 -3.6953  0.010
C17 -1.0842 0.5026 -3.7482  -0.006
H21 0.0219 -0.9996 -2.6702  -0.011
H22 -0.0958 -1.3519 -4.4438  -0.002
C18 -0.2902 1.8230 -3.8408  0.000
H23 -1.5373 0.4415 -2.7401  -0.006
H24 -1.8241 0.3850 -4.5535  -0.001
C19 1.0201 1.3690 -3.1755  -0.001
H25 -0.8313 2.6429 -3.3575  0.000
H26 -0.0679 2.0567 -4.8902  0.000
H27 0.8127 1.2501 -2.0824  -0.005
H28 1.9145 1.9967 -3.3462  0.000
O3 0.8856 1.8192 0.7837  0.003
C20 0.7044 1.3474 1.9005  -0.010
N1 1.0253 1.9333 3.1276  -0.001
C21 0.6871 1.1154 4.2655  0.004
C22 0.1288 -0.1238 3.5482  -0.016
O4 -0.2694 -1.1536 4.1109  0.005
N2 0.1278 0.1236 2.2156  0.050
C23 1.9398 0.8569 5.1166  -0.001
C24 2.6678 -0.3268 4.9878  -0.003
C25 3.7936 -0.5392 5.7983  0.000
C26 4.2108 0.4361 6.7079  0.000
C27 3.4987 1.6363 6.8079  0.000
C28 2.3661 1.8480 6.0151  0.000
C29 -0.4535 1.7269 5.0827  0.002
C30 -0.7392 1.1896 6.3423  0.000
C31 -1.7903 1.7058 7.1025  0.000
C32 -2.5877 2.7335 6.5901  0.000
C33 -2.3281 3.2392 5.3116  0.000
C34 -1.2578 2.7397 4.5550  0.000
H29 1.5727 2.7860 3.1420  0.000
H30 2.3230 -1.1061 4.2986  0.004
H31 4.3224 -1.4881 5.7098  0.000
H32 5.0844 0.2622 7.3381  0.000
H33 3.8102 2.4155 7.5024  0.000
H34 1.7868 2.7710 6.1145  0.000
H35 -0.1348 0.3520 6.6998  0.000
H36 -1.9756 1.2813 8.0882  0.000
H37 -3.4135 3.1260 7.1856  0.000
H38 -2.9513 4.0257 4.8876  0.000
H39 -1.0529 3.1377 3.5568  0.000

Values from the calculation:
- Multiplicity: 3
- Expectation value of S²: 2.012
- LUMO energy (spin up / spin down): 2.28 / 2.28 eV
- Energy: -50537.8665 eV
- HOMO energy (spin up / spin down): -3.02 / -2.95 eV
- Total charge: -1
- Energy relative to the best compared isomer or geometry (same formula, charge and spin): 0.0 kJ/mol



(3)
This record from OMol25 describes a molecular structure, C34H39N3O2P3S4V. The level of theory is the ωB97M-V functional and the def2-TZVPD basis.

Each line ends with the Mulliken spin population.
Element x y z (Å)
V1 -0.2246 0.0510 0.2171  1.022
C1 1.5587 0.3839 3.4009  0.008
N1 2.6898 -0.1996 2.7185  -0.001
C2 3.1340 0.5438 1.5678  -0.007
P1 2.2138 0.0203 0.0440  0.038
C3 3.0050 1.0810 -1.2303  -0.005
C4 2.2069 1.6460 -2.2283  0.014
C5 2.7632 2.4557 -3.2111  0.000
C6 4.1225 2.7290 -3.1994  0.000
C7 4.9246 2.1968 -2.1987  0.000
C8 4.3709 1.3810 -1.2241  -0.002
C9 2.9394 -1.6405 -0.2824  -0.017
C10 3.9813 -1.8894 -1.1811  0.005
C11 4.4621 -3.1807 -1.3733  0.001
C12 3.9225 -4.2381 -0.6544  0.000
C13 2.8957 -4.0005 0.2499  0.000
C14 2.4002 -2.7182 0.4217  0.005
C15 3.3867 -1.3135 3.2045  0.001
C16 4.6144 -1.7095 2.6580  0.002
C17 5.2821 -2.8236 3.1415  0.000
C18 4.7551 -3.5864 4.1713  0.000
C19 3.5349 -3.2082 4.7094  0.000
C20 2.8573 -2.0953 4.2380  0.003
P2 -0.0968 -0.0593 2.6650  -0.069
C21 -1.2122 1.1080 3.5125  0.001
C22 -2.5193 0.7122 3.7931  -0.005
C23 -3.4204 1.6006 4.3590  0.000
C24 -3.0260 2.8969 4.6557  -0.001
C25 -1.7304 3.3027 4.3751  0.001
C26 -0.8304 2.4176 3.7994  0.003
C27 -0.4604 -1.6329 3.5146  0.000
C28 -0.5822 -2.8135 2.7897  -0.012
C29 -0.7438 -4.0278 3.4477  -0.001
C30 -0.7980 -4.0677 4.8312  0.000
C31 -0.7078 -2.8875 5.5618  0.000
C32 -0.5410 -1.6786 4.9084  0.001
H1 1.6522 1.4689 3.3375  0.000
H2 1.5579 0.1335 4.4612  0.002
H3 4.2068 0.4550 1.4240  -0.002
H4 2.9241 1.6083 1.7069  -0.003
H5 1.1347 1.4905 -2.2026  0.001
H6 2.1263 2.8975 -3.9672  0.000
H7 4.5552 3.3682 -3.9580  0.000
H8 5.9829 2.4224 -2.1733  0.000
H9 5.0187 0.9747 -0.4573  0.000
H10 4.4470 -1.0730 -1.7223  0.000
H11 5.2751 -3.3522 -2.0678  0.000
H12 4.3059 -5.2408 -0.7928  0.000
H13 2.4802 -4.8149 0.8301  0.000
H14 1.5956 -2.5485 1.1240  0.001
H15 5.0655 -1.1747 1.8346  0.000
H16 6.2319 -3.0943 2.6966  0.000
H17 5.2809 -4.4551 4.5432  0.000
H18 3.0889 -3.7869 5.5090  0.000
H19 1.8958 -1.8649 4.6697  0.000
H20 -2.8396 -0.2990 3.5738  0.000
H21 -4.4316 1.2773 4.5691  0.000
H22 -3.7277 3.5902 5.1006  0.000
H23 -1.4172 4.3149 4.5948  0.000
H24 0.1598 2.7759 3.5559  0.000
H25 -0.5719 -2.7878 1.7080  0.015
H26 -0.8320 -4.9419 2.8741  0.000
H27 -0.9211 -5.0128 5.3441  0.000
H28 -0.7685 -2.9115 6.6422  0.000
H29 -0.4760 -0.7640 5.4872  0.000
S1 -2.7419 0.2904 0.3943  -0.006
S2 -3.0279 2.1108 -0.6373  -0.002
S3 -1.8595 3.2132 0.5886  0.018
S4 0.0276 2.3505 0.2867  -0.043
N2 1.5915 -1.3520 -3.2532  0.001
C33 0.7698 -2.5308 -2.8297  0.001
P3 -0.6200 -1.8400 -1.8111  0.019
O1 -0.5682 -0.3495 -2.0787  0.000
O2 -0.4282 -2.0944 -0.3351  0.008
C34 -2.0854 -2.7037 -2.4310  -0.001
N3 -3.1807 -2.5119 -1.4933  0.000
H30 1.9038 -1.3996 -4.2207  0.000
H31 2.4166 -1.2586 -2.6499  0.002
H32 1.0043 -0.5116 -3.1043  0.000
H33 1.3938 -3.2123 -2.2535  0.001
H34 0.3946 -3.0370 -3.7172  0.000
H35 -1.8134 -3.7512 -2.6260  0.000
H36 -2.3336 -2.2500 -3.3941  0.000
H37 -2.9776 -2.9699 -0.6125  0.000
H38 -4.0456 -2.8911 -1.8553  0.000
H39 -3.1569 -0.5322 -0.5979  0.006

Values from the calculation:
- Multiplicity: 2
- Expectation value of S²: 0.759
- LUMO energy (spin up / spin down): -2.47 / -2.48 eV
- Energy: -141350.3202 eV
- HOMO energy (spin up / spin down): -9.65 / -9.13 eV
- Total charge: +1
- Energy relative to the best compared isomer or geometry (same formula, charge and spin): 0.0 kJ/mol